w) Here is the molecule C4H5NO from the Open Molecules 2025 dataset. Energies are from ωB97M-V/def2-TZVPD.

Calculated values
LUMO energy   0.82 eV
Highest occupied orbital energy   -8.320 eV
Charge   0

CARTESIAN COORDINATES (ANGSTROEM)
C 0.062 0.535 -0.803
C -0.699 -0.725 -1.188
O -1.212 -1.485 -0.406
C 1.294 -0.536 1.929
N 0.474 0.279 1.488
C -0.140 0.965 0.616
H 1.129 0.280 -0.932
H -0.164 1.335 -1.512
H -0.722 -0.927 -2.280
H 0.799 -1.482 2.186
H -0.820 1.761 0.904

x) Here is a structure of composition C4H5NO from the Open Molecules 2025 dataset. Energies are from ωB97M-V/def2-TZVPD.

Calculated values
LUMO energy   0.51 eV
Highest occupied orbital energy   -8.261 eV
Charge   0

CARTESIAN COORDINATES (ANGSTROEM)
N 1.818 -0.101 -0.002
C 0.385 -0.026 -0.054
C 0.561 1.321 -0.007
O -1.847 1.161 0.094
C -1.888 -0.059 -0.101
C -0.690 -0.852 -0.157
H 2.205 -0.618 0.779
H 2.314 -0.238 -0.872
H 0.670 1.888 0.914
H -2.863 -0.558 -0.255
H -0.666 -1.918 -0.339

Which of them is most stable? Easy: w).

w) Here is a cluster of 2 separate species, C4H5NO4 in total from the Open Molecules 2025 dataset. Energies are from ωB97M-V/def2-TZVPD.

Calculated values
LUMO energy   -0.88 eV
Highest occupied orbital energy   -10.184 eV
Charge   0

CARTESIAN COORDINATES (ANGSTROEM)
O 2.944 0.297 -0.162
C 1.711 -0.312 -0.376
C 0.768 -0.002 0.749
O 1.038 0.632 1.738
C -0.659 -0.562 0.624
O -0.871 -1.746 0.658
C -1.807 0.443 0.500
N -2.776 0.178 -0.341
H 3.563 0.008 -0.837
H 1.217 0.028 -1.307
H 1.779 -1.415 -0.445
O -1.435 1.654 0.215
H -3.062 -0.798 -0.329
H -2.410 1.596 -0.688

x) Here is the molecule C4H5NO4 from the Open Molecules 2025 dataset. Energies are from ωB97M-V/def2-TZVPD.

Calculated values
LUMO energy   0.29 eV
Highest occupied orbital energy   -7.068 eV
Charge   0

CARTESIAN COORDINATES (ANGSTROEM)
C -1.606 -0.864 1.368
O -1.126 -1.310 0.097
C -0.547 -0.391 -0.667
O -0.988 0.952 -0.866
C -0.085 1.817 -1.321
O -0.331 2.868 -1.796
O 1.194 1.288 -1.103
C 1.137 0.075 -0.470
N 2.210 -0.543 -0.089
H -1.580 -1.681 2.002
H -2.720 -0.475 1.459
H -0.953 0.026 1.685
H 2.189 -1.593 0.139
H 3.207 -0.169 -0.439

y) Here is a structure of composition C4H5NO4 from the Open Molecules 2025 dataset. Energies are from ωB97M-V/def2-TZVPD.

Calculated values
LUMO energy   -0.29 eV
Highest occupied orbital energy   -9.359 eV
Charge   0

CARTESIAN COORDINATES (ANGSTROEM)
C -0.459 0.895 0.089
C 2.233 0.203 -0.162
C 0.381 -0.199 0.302
N -2.229 -0.468 -0.612
C 0.271 -1.347 0.949
O -1.614 0.841 -0.588
O 2.365 1.424 -0.080
O -0.045 2.114 0.203
O 2.772 -0.793 -0.508
H 1.057 2.084 0.134
H -3.218 -0.229 -0.639
H -1.988 -0.851 -1.526
H -0.597 -1.598 1.547
H 1.072 -2.076 0.892

Which of them is most stable? Easy: y).

w) Here is a cluster of 2 separate species, C4H8O3 in total from the Open Molecules 2025 dataset. Energies are from ωB97M-V/def2-TZVPD.

Calculated values
LUMO energy   -0.52 eV
Highest occupied orbital energy   -9.878 eV
Charge   0

CARTESIAN COORDINATES (ANGSTROEM)
C -0.719 -1.070 -0.961
C -0.537 0.296 -0.336
C -1.356 0.554 0.914
O -0.320 1.286 -1.116
H -1.765 -1.384 -0.925
H -0.375 -1.071 -1.996
H -0.143 -1.814 -0.406
H -2.422 0.552 0.676
H -1.148 -0.225 1.651
H -1.101 1.533 1.325
O 2.144 1.302 -0.595
C 1.668 0.589 0.345
O 2.152 -0.664 0.486
H 1.379 1.009 1.315
H 2.544 -0.892 -0.378

x) Here is a cluster of 2 separate species, C4H8O3 in total from the Open Molecules 2025 dataset. Energies are from ωB97M-V/def2-TZVPD.

Calculated values
LUMO energy   1.04 eV
Highest occupied orbital energy   -10.601 eV
Charge   0

CARTESIAN COORDINATES (ANGSTROEM)
C -1.893 1.361 -0.646
C -0.652 0.533 -0.489
C -0.702 -0.925 -0.444
O -0.546 -0.155 0.764
H -2.753 0.814 -0.248
H -2.075 1.593 -1.701
H -1.804 2.301 -0.095
H 0.290 0.974 -0.819
H 0.169 -1.500 -0.744
H -1.661 -1.427 -0.535
O 2.267 -1.184 -0.269
C 2.670 -0.875 0.833
O 1.964 -0.268 1.771
H 3.694 -1.073 1.182
H 1.031 -0.170 1.439

y) Here is the molecule C4H8O3 from the Open Molecules 2025 dataset. Energies are from ωB97M-V/def2-TZVPD.

Calculated values
LUMO energy   0.61 eV
Highest occupied orbital energy   -9.217 eV
Charge   0

CARTESIAN COORDINATES (ANGSTROEM)
O -2.879 -0.226 -0.340
C -1.873 -1.193 -0.213
C -0.451 -0.768 -0.395
C 1.729 0.442 0.677
O 2.401 -0.585 0.003
C 0.805 1.231 -0.232
O -0.458 0.538 -0.424
H -2.423 0.628 -0.399
H -1.801 -1.578 0.830
H -2.104 -2.069 -0.831
H 2.479 1.119 1.098
H 1.124 0.059 1.516
H 1.686 -1.183 -0.289
H 1.263 1.401 -1.209
H 0.504 2.184 0.209

z) Here is the molecule C4H8O3 from the Open Molecules 2025 dataset. Energies are from ωB97M-V/def2-TZVPD.

Calculated values
LUMO energy   0.66 eV
Highest occupied orbital energy   -10.043 eV
Charge   0

CARTESIAN COORDINATES (ANGSTROEM)
O -1.753 -0.008 -0.814
C -0.784 -0.495 -0.247
C -0.005 -1.566 -0.954
O -0.366 -1.372 -2.279
C -0.341 0.032 1.052
C 0.452 1.312 0.747
O 1.846 1.353 0.967
H 1.083 -1.477 -0.788
H -0.348 -2.550 -0.573
H -1.329 -0.917 -2.115
H -1.224 0.334 1.626
H 0.304 -0.656 1.594
H 0.321 1.698 -0.261
H 0.043 2.074 1.391
H 2.101 2.236 0.654

Which of them is most stable? Easy: x).

w) Here is the molecule C4H8O3 from the Open Molecules 2025 dataset. Energies are from ωB97M-V/def2-TZVPD.

Calculated values
LUMO energy   0.59 eV
Highest occupied orbital energy   -10.359 eV
Charge   0

CARTESIAN COORDINATES (ANGSTROEM)
C -0.082 0.242 -1.668
C -0.699 -0.230 -0.367
O -1.452 -1.392 -0.627
C 0.337 -0.389 0.763
O 1.638 -0.684 0.350
C 0.326 0.943 1.508
O 1.331 1.449 1.942
H -0.885 0.479 -2.370
H 0.519 1.141 -1.496
H 0.564 -0.525 -2.102
H -1.379 0.578 -0.018
H -1.738 -1.769 0.214
H -0.025 -1.174 1.459
H 2.216 -0.113 0.886
H -0.670 1.443 1.527

x) Here is the molecule C4H8O3 from the Open Molecules 2025 dataset. Energies are from ωB97M-V/def2-TZVPD.

Calculated values
LUMO energy   0.87 eV
Highest occupied orbital energy   -10.394 eV
Charge   0

CARTESIAN COORDINATES (ANGSTROEM)
C 1.197 -1.017 -2.370
O 0.839 -1.102 -0.989
C 0.382 0.041 -0.454
O 0.275 1.070 -1.082
C 0.028 -0.114 1.005
C -1.106 0.820 1.396
O -1.284 0.691 2.792
H 2.065 -0.365 -2.498
H 1.434 -2.035 -2.680
H 0.365 -0.618 -2.956
H -0.228 -1.153 1.228
H 0.913 0.134 1.605
H -0.847 1.845 1.102
H -2.019 0.539 0.847
H -2.014 1.263 3.054

Which of them is most stable? Easy: x).

w) Here is a cluster of 2 separate species, H4N2O2P in total from the Open Molecules 2025 dataset. Energies are from ωB97M-V/def2-TZVPD.

Calculated values
LUMO energy (alpha / beta)   3.61 / 4.46 eV
Highest occupied orbital energy (alpha / beta)   -3.909 / -3.135 eV
Charge   -1

CARTESIAN COORDINATES (ANGSTROEM)
N -0.669 -0.210 -1.442
N -0.521 -0.193 1.352
O -0.367 1.896 -0.081
O 2.358 -0.870 0.457
P 0.116 0.536 -0.052
H -0.551 0.471 -2.158
H 0.026 -1.015 -1.582
H -0.368 0.429 2.064
H -0.024 -1.045 1.441

x) Here is the ion H4N2O2P with charge -1 from the Open Molecules 2025 dataset. Energies are from ωB97M-V/def2-TZVPD.

Calculated values
LUMO energy   4.69 eV
Highest occupied orbital energy   -4.815 eV
Charge   -1

CARTESIAN COORDINATES (ANGSTROEM)
N -1.194 -1.002 -0.440
N 0.189 -0.680 -0.345
P 0.718 0.792 0.380
O -0.492 1.727 0.670
O 1.909 1.313 -0.354
H -1.454 -1.508 0.388
H -1.646 -0.174 -0.355
H 0.666 -0.803 -1.458
H 1.304 0.337 1.514

Which of them is most stable? Easy: x).

w) Here is the molecule C3H9N3 from the Open Molecules 2025 dataset. Energies are from ωB97M-V/def2-TZVPD.

Calculated values
LUMO energy   0.94 eV
Highest occupied orbital energy   -9.097 eV
Charge   0

CARTESIAN COORDINATES (ANGSTROEM)
H 0.304 2.112 -0.479
N 1.149 1.613 -0.227
C 1.023 0.334 -0.300
C 2.129 -0.537 0.163
N -0.064 -0.467 -0.803
N -1.301 0.083 -0.734
C -2.011 0.189 0.496
H 1.762 -1.083 1.134
H 2.835 0.147 0.597
H 2.704 -1.189 -0.556
H 0.043 -1.372 -0.402
H -1.858 -0.189 -1.515
H -3.090 0.422 0.313
H -1.623 0.736 1.274
H -2.003 -0.799 1.039

x) Here is a cluster of 2 separate species, C3H9N3 in total from the Open Molecules 2025 dataset. Energies are from ωB97M-V/def2-TZVPD.

Calculated values
LUMO energy (alpha / beta)   0.76 / 0.62 eV
Highest occupied orbital energy (alpha / beta)   -7.721 / -7.556 eV
Charge   0

CARTESIAN COORDINATES (ANGSTROEM)
C -0.792 1.478 0.403
N -1.709 -0.608 0.220
N -0.565 0.071 0.135
N -1.710 -1.920 -0.285
H -2.587 -0.125 0.030
H 1.191 0.104 -0.982
H -1.317 -2.529 0.427
H -1.083 -1.948 -1.090
H -1.187 1.645 1.415
H 0.159 2.000 0.311
H -1.504 1.925 -0.310
C 2.037 0.008 -0.240
C 3.279 0.031 -0.452
H 4.335 0.004 -0.300
H 1.454 -0.135 0.717

Which of them is most stable? Easy: w).